Density functional theory data (ωB97M-V with the def2-TZVPD basis set) for a structure of composition C52H45AsN2O6PRuS2Se.

Cartesian coordinates (Å):
Ru: -0.65992 0.45861 0.97982
O: -2.64190 1.77697 2.73309
N: -1.35310 1.20365 2.74177
C: -0.89748 1.26615 3.93810
C: 0.45724 0.99455 4.41256
C: 0.62673 1.17291 5.79416
C: 1.85632 1.00968 6.39696
C: 2.95917 0.67272 5.62147
C: 2.80552 0.49902 4.25903
C: 1.56671 0.64436 3.63472
P: 1.44905 0.41773 1.82309
C: 2.36701 -1.13082 1.57100
C: 3.15047 -1.31708 0.43266
C: 3.80586 -2.51800 0.22224
C: 3.64845 -3.56250 1.12394
C: 2.82971 -3.40322 2.23062
C: 2.19999 -2.18872 2.45925
C: 2.62194 1.73849 1.29706
C: 4.00519 1.60381 1.20605
C: 4.80169 2.69478 0.88517
C: 4.22888 3.93929 0.66861
C: 2.85195 4.08740 0.76714
C: 2.05559 2.99227 1.06929
H: -3.08195 1.33172 1.99748
H: -1.60083 1.60930 4.69034
H: -0.23320 1.44541 6.39412
H: 1.95794 1.14706 7.46543
H: 3.93225 0.54498 6.07750
H: 3.66605 0.22734 3.66030
H: 3.24702 -0.51912 -0.29346
H: 4.41761 -2.64672 -0.66227
H: 4.14480 -4.50882 0.94843
H: 2.65531 -4.22801 2.90763
H: 1.54865 -2.08399 3.31797
H: 4.47150 0.64305 1.38251
H: 5.87473 2.57102 0.81073
H: 4.85259 4.79034 0.42609
H: 2.40114 5.05990 0.60712
H: 0.97495 3.08756 1.12897
S: -5.12623 -0.64559 -0.23179
C: -4.40932 0.33119 -1.46355
C: -4.97912 0.83004 -2.63328
C: -4.18836 1.59588 -3.46430
C: -2.84837 1.85137 -3.14531
C: -2.28855 1.34994 -1.99204
C: -3.07998 0.58975 -1.13320
N: -2.66360 0.05280 0.08305
C: -3.63689 -0.59964 0.66644
C: -3.59919 -1.13833 2.03158
C: -4.71482 -0.95309 2.85620
C: -4.67924 -1.28663 4.19537
C: -3.50766 -1.80220 4.73802
C: -2.40359 -2.01661 3.93524
C: -2.44765 -1.71562 2.57810
H: -6.01165 0.62323 -2.88104
H: -4.60699 1.99739 -4.37775
H: -2.24256 2.44507 -3.81898
H: -1.25387 1.52857 -1.72861
H: -5.60797 -0.50011 2.44379
H: -5.55136 -1.12945 4.81508
H: -3.46205 -2.05620 5.78930
H: -1.50003 -2.47135 4.32178
O: -0.53747 -3.99180 0.16194
Se: -1.20327 -3.89334 1.62056
O: -0.24869 -4.24750 2.86089
O: -1.38898 -2.03762 1.78316
O: -2.72774 -4.38406 1.71433
O: 0.32910 -0.39695 -0.82063
As: 0.39861 -0.83410 -2.41094
C: -1.26761 -1.52796 -3.06173
C: -1.76956 -1.24319 -4.32529
C: -2.95585 -1.83365 -4.73545
C: -3.63179 -2.70131 -3.88776
C: -3.12645 -2.98221 -2.62587
C: -1.94092 -2.39566 -2.20713
C: 0.93683 0.71827 -3.41636
C: 1.08955 0.74534 -4.80112
C: 1.49676 1.91343 -5.42743
C: 1.76098 3.05058 -4.67433
C: 1.62183 3.02025 -3.29481
C: 1.20586 1.85600 -2.66310
C: 1.69544 -2.21289 -2.72544
C: 2.73551 -2.04733 -3.63398
C: 3.60637 -3.10120 -3.87489
C: 3.43169 -4.31048 -3.21491
C: 2.39936 -4.46370 -2.30021
C: 1.52856 -3.41458 -2.04714
H: -1.26543 -0.54736 -4.98262
H: -3.35604 -1.60999 -5.71602
H: -4.55737 -3.15892 -4.21320
H: -3.64686 -3.66037 -1.96163
H: -1.54258 -2.62389 -1.22304
H: 0.90642 -0.14115 -5.39626
H: 1.61529 1.93387 -6.50298
H: 2.08466 3.95891 -5.16607
H: 1.84350 3.89868 -2.70239
H: 1.10503 1.81411 -1.58326
H: 2.88546 -1.10323 -4.14134
H: 4.41980 -2.97662 -4.57812
H: 4.10984 -5.13186 -3.40916
H: 2.26884 -5.39626 -1.76682
H: 0.74283 -3.54055 -1.31071
C: -1.52487 4.57856 1.74275
S: -1.64835 3.42313 0.36453
C: -0.76298 4.40326 -0.86385
H: -1.91879 5.55105 1.44968
H: -0.49025 4.68585 2.07395
H: -2.12074 4.17408 2.55753
H: 0.22470 4.67986 -0.49482
H: -1.32292 5.30312 -1.11881
H: -0.64189 3.79790 -1.76047

Computed properties:
- <S²>: 0.76
- Multiplicity: 2
- Frontier orbital gap (spin up / spin down): 6.936 / 6.674 eV

Results of the Löwdin charge analysis, in e, for atoms 1 through 8: Ru 0.76; O -0.09; N -0.17; C -0.09; C -0.19; C -0.04; C -0.07; C -0.06

=====

Density functional theory data (ωB97M-V with the def2-TZVPD basis set) for a structure of composition C52H45IrN3O4S4Te.

Cartesian coordinates (Å):
Ir: -0.01237 -0.41210 -0.47855
C: -1.40872 -6.41388 4.01480
C: -1.59332 -5.53653 2.80881
C: -1.53654 -6.06570 1.52097
C: -1.70149 -5.25542 0.40930
C: -1.91364 -3.89665 0.59044
C: -2.00189 -3.35064 1.86366
C: -1.84289 -4.17528 2.96375
S: -1.99740 -2.80637 -0.78887
O: -2.70297 -1.63203 -0.36013
O: -2.43360 -3.55472 -1.93321
N: -0.44290 -2.28683 -1.04100
C: 0.45422 -2.89682 -1.91042
C: 0.43916 -4.16799 -2.43336
C: 1.50189 -4.61213 -3.24509
C: 2.56829 -3.81230 -3.55124
C: 2.59638 -2.48671 -3.06538
C: 3.62951 -1.56348 -3.34013
C: 3.56327 -0.28953 -2.84494
C: 2.45945 0.08453 -2.06552
N: 1.49400 -0.76427 -1.78166
C: 1.53638 -2.04448 -2.25987
H: -0.83150 -7.30566 3.77328
H: -2.37522 -6.73806 4.40660
H: -0.89514 -5.87284 4.80968
H: -1.36019 -7.12637 1.38743
H: -1.68186 -5.67417 -0.58698
H: -2.16297 -2.28801 1.98000
H: -1.88710 -3.74644 3.95770
H: -0.38771 -4.82941 -2.23296
H: 1.46492 -5.62328 -3.62935
H: 3.38013 -4.16971 -4.17081
H: 4.46724 -1.87608 -3.95154
H: 4.33587 0.43807 -3.04504
H: 2.34411 1.08910 -1.67799
C: -3.72607 8.31828 3.10942
C: -2.82056 7.17378 2.74567
C: -2.64311 6.09693 3.60095
C: -1.80636 5.03064 3.27973
C: -1.67976 3.89736 4.26565
C: -1.12430 5.05314 2.05861
Te: 0.18985 3.46357 1.56913
N: -0.06926 1.38350 -0.86630
C: -1.26784 1.90461 -1.30534
O: -1.79539 2.94972 -0.96855
C: -1.92990 0.99678 -2.31966
C: -3.29150 0.75045 -2.18145
C: -3.92056 -0.14556 -3.02886
C: -3.20287 -0.78046 -4.03373
C: -1.85384 -0.50521 -4.20407
C: -1.21576 0.37684 -3.34394
C: 1.93559 4.66424 1.59250
C: 2.32548 5.24672 2.79475
C: 3.48902 5.99423 2.88236
C: 4.27831 6.16251 1.75369
C: 3.88626 5.59636 0.55110
C: 2.71717 4.84259 0.44536
C: 2.36208 4.22504 -0.87910
C: -1.31465 6.11239 1.16287
C: -0.65568 6.14144 -0.18800
C: -2.15106 7.16041 1.52912
H: -4.13991 8.19180 4.10926
H: -4.55836 8.39577 2.40746
H: -3.18814 9.26740 3.08296
H: -3.17050 6.08097 4.54884
H: -2.29070 4.09376 5.14627
H: -0.64497 3.75506 4.58194
H: -2.00688 2.95083 3.83065
H: -3.83703 1.24670 -1.38998
H: -4.97205 -0.36402 -2.89599
H: -3.69655 -1.49059 -4.68420
H: -1.29860 -0.97799 -5.00428
H: -0.16540 0.60705 -3.47902
H: 1.71118 5.10458 3.67556
H: 3.77901 6.43730 3.82644
H: 5.19260 6.73981 1.80652
H: 4.49729 5.74059 -0.33280
H: 2.96267 4.65794 -1.67966
H: 1.30436 4.34989 -1.11506
H: 2.54450 3.14677 -0.86057
H: -0.78132 5.18002 -0.69064
H: 0.41474 6.34198 -0.09949
H: -1.09659 6.91935 -0.81094
H: -2.29296 7.98235 0.83496
O: -0.08128 -0.73967 1.43725
C: 1.02328 -1.14823 2.23868
C: 1.95193 0.01738 2.56266
C: 2.42166 0.98026 1.71943
C: 3.42972 1.79283 2.30961
C: 3.69279 1.43334 3.59294
S: 2.72699 0.11671 4.09513
C: 1.83856 -2.23387 1.55761
C: 1.50154 -3.54245 1.36613
C: 2.48523 -4.27333 0.65188
C: 3.55665 -3.50267 0.31502
S: 3.37779 -1.89420 0.85581
C: 0.40713 -1.65451 3.53542
C: -0.61631 -1.05288 4.20453
C: -0.89677 -1.67212 5.44961
C: -0.06855 -2.72551 5.70262
S: 1.03875 -2.97984 4.42751
H: 2.06192 1.10154 0.70684
H: 3.91920 2.61621 1.81106
H: 4.39027 1.88898 4.27688
H: 0.58129 -3.97495 1.72987
H: 2.39705 -5.32202 0.40638
H: 4.44665 -3.80384 -0.21437
H: -1.13684 -0.19097 3.81124
H: -1.67453 -1.34738 6.12566
H: -0.05919 -3.36965 6.56720

Computed properties:
- <S²>: 0.79
- Multiplicity: 2
- Frontier orbital gap (spin up / spin down): 6.075 / 5.473 eV

Results of the Löwdin charge analysis, in e, for atoms 1 through 8: Ir 1.50; C -0.04; C -0.26; C -0.03; C -0.05; C -0.28; C -0.05; C -0.04

=====

In kJ/mol, the energy relative to the best compared isomer or geometry (same formula, charge and spin) values for the records above are, in order, 54.03, 0.00.